A | 7
Properties=species:S:1:pos:R:3 method="wB97M-V/def2-TZVPD" gap_ev=10.26 lumo_ha=0.027 e_homo_ev=-9.52 smiles="[H]/N=C/P" charge=0
H 2.308 -0.126 0.609
P -1.306 -0.285 0.280
N 1.353 -0.503 0.586
H 0.561 1.374 -0.264
H -1.437 -1.336 -0.680
H -1.884 0.579 -0.678
C 0.404 0.298 0.148

=====

B | 7
Properties=species:S:1:pos:R:3 method="wB97M-V/def2-TZVPD" gap_ev=8.35 lumo_ha=-0.012 e_homo_ev=-8.67 charge=0
C 0.075 -0.756 0.903
H -0.585 -1.420 -0.654
P 0.411 -0.479 -0.714
N -0.268 1.121 -0.520
H -0.293 1.934 -1.090
H 0.150 1.546 0.662
H 0.510 -1.947 1.414

=====

Consider the structures shown above. The least stable of them is B.